The following is a DFT calculation (ωB97M-V/def2-TZVPD) of an isolated ion of composition C19H32NO2 and charge +1.

XYZ file:
```
54
C19H32NO2, DFT ωB97M-V/def2-TZVPD
C 4.762 2.004 -0.117
H 4.901 2.214 0.941
H 5.513 2.559 -0.674
H 4.931 0.945 -0.283
C 3.369 2.432 -0.566
H 3.235 2.187 -1.622
H 3.305 3.518 -0.475
C 2.223 1.819 0.251
C 0.991 2.724 0.180
H 0.196 2.344 0.819
H 1.241 3.724 0.525
H 0.626 2.798 -0.843
H 2.531 1.738 1.296
C 1.849 0.415 -0.262
C 0.707 -0.186 0.500
O 0.486 -0.117 1.679
O -0.100 -0.912 -0.328
C -1.081 -1.719 0.299
H -0.613 -2.255 1.134
C -2.254 -0.940 0.907
H -2.843 -1.654 1.484
H -1.831 -0.202 1.594
N -3.172 -0.231 -0.033
C -2.407 0.732 -0.849
H -3.081 1.333 -1.455
H -1.838 1.399 -0.202
H -1.712 0.208 -1.500
C -3.844 -1.227 -0.922
C -4.943 -0.676 -1.819
H -5.299 -1.493 -2.442
H -5.794 -0.302 -1.258
H -4.583 0.103 -2.484
H -3.072 -1.668 -1.554
H -4.256 -2.014 -0.288
C -4.160 0.553 0.776
C -5.089 -0.257 1.666
H -4.558 -0.780 2.456
H -5.688 -0.969 1.107
H -5.773 0.438 2.146
H -4.755 1.143 0.078
H -3.589 1.248 1.396
H -1.393 -2.444 -0.453
C 2.951 -0.620 -0.110
C 3.468 -1.256 -1.231
C 4.477 -2.194 -1.097
C 4.966 -2.516 0.158
C 4.439 -1.899 1.280
C 3.433 -0.959 1.149
H 3.020 -0.486 2.028
H 4.813 -2.150 2.261
H 5.753 -3.246 0.261
H 4.882 -2.672 -1.976
H 3.094 -1.006 -2.213
H 1.566 0.474 -1.317
```

Results
Lowest unoccupied orbital energy, eV: -2.27
Relative energy (zero: lowest compared OMol25 entry of this formula, charge and spin), kJ/mol: 16.6
HOMO, eV: -11.377
Orbital gap, eV: 9.103
Total charge: +1